(1)
C3H10OS | ωB97M-V/def2-TZVPD

```
15
Properties=species:S:1:pos:R:3:forces:R:3
H 0.61900 -0.17001 1.15048 -0.470 -0.093 -0.409
H 1.12208 -0.76004 -0.46036 -0.198 1.034 0.213
H -0.11037 2.33364 1.30460 -0.325 0.208 -0.178
C -0.01504 1.22945 -0.49146 0.986 -1.828 -1.231
O 0.77600 -2.89164 -0.51090 2.604 -2.140 0.640
S -1.09815 -1.31028 -0.25109 -1.870 1.272 1.065
H -0.62165 -2.34594 0.47200 -1.953 1.650 0.458
H -1.72580 2.00581 0.60301 0.407 0.042 -0.045
C -0.67387 2.23346 0.36171 -0.691 0.751 1.427
H 0.91512 1.73363 -0.81711 -0.149 -0.755 -0.102
H 1.64316 -2.87066 -0.04629 -0.620 -0.361 -0.498
H 0.14554 -3.24571 0.15648 1.634 -0.722 -1.149
H -0.65596 1.09630 -1.38417 0.542 -0.104 0.113
C 0.31643 -0.23456 0.08759 0.266 1.291 -0.691
H -0.63643 3.19660 -0.17455 -0.162 -0.246 0.386
```
Forces are in eV/Å.

Calculated values
E in a.u.: -593.6455
HOMO energy in hartree: -0.3074
Structure (SMILES): CCCS.O
LUMO level in eV: 0.52
Charge: 0
ΔE to the lowest compared entry with this formula, charge and spin in kcal/mol: 44.9

---

(2)
C3H10OS | ωB97M-V/def2-TZVPD

```
15
Properties=species:S:1:pos:R:3:forces:R:3
H 4.67065 1.39609 -3.65668 0.958 -0.876 0.005
H -1.78058 -1.04662 -0.34712 0.090 -0.060 0.078
H 0.28876 -0.71226 2.87167 0.013 0.070 -0.070
C -0.77620 -0.56392 3.02884 -0.933 -0.624 -0.411
H -2.32231 0.67800 2.13614 0.687 0.946 0.175
H 3.65983 1.82338 -1.84173 0.098 0.193 0.212
S -2.52915 -1.03501 0.76256 0.230 -0.571 -0.144
H -1.24144 -1.53798 3.17322 0.222 -0.160 0.406
C 3.63208 1.11729 -3.66327 -0.203 1.754 1.182
C -1.49717 0.05243 1.81656 -0.044 -0.485 0.114
H -0.73872 0.47892 1.17552 -0.409 0.812 -0.167
H 3.40573 0.12831 -4.03272 0.034 0.129 -0.454
O 3.11830 1.19978 -2.31943 -0.078 -0.486 -0.322
H -0.95095 0.03021 3.92297 0.150 0.072 0.014
H 3.26545 1.99852 -4.20276 -0.814 -0.716 -0.618
```
Forces are in eV/Å.

Calculated values
E in a.u.: -593.6732
HOMO energy in hartree: -0.3264
Structure (SMILES): CCS.CO
LUMO level in eV: 0.76
Charge: 0
ΔE to the lowest compared entry with this formula, charge and spin in kcal/mol: 27.5

---

(3)
C3H10OS | ωB97M-V/def2-TZVPD

```
15
Properties=species:S:1:pos:R:3:forces:R:3
H 1.01417 -3.01285 -1.58715 -0.341 0.571 -0.208
H -1.22678 -0.37172 0.08167 -0.547 1.032 1.711
H -0.15682 -1.41188 0.13530 0.106 -0.282 -0.194
H 0.68602 2.62036 1.55022 0.203 -0.729 0.637
S -1.35352 1.97821 0.46857 -0.060 0.633 -0.466
H 0.35173 -1.37354 -2.18823 -0.343 -0.856 1.302
O 0.74215 -1.67386 -0.07212 0.012 0.562 1.529
C 0.42814 2.11160 0.63120 1.338 0.990 -1.475
C 0.95967 -1.92045 -1.39563 0.704 -0.039 -3.047
H -1.00605 0.16072 1.87344 -0.034 -0.814 0.798
C -1.57314 0.27355 0.98146 0.277 -0.178 -3.113
H 1.92205 -1.50284 -1.72359 0.325 -0.290 0.625
H -2.64589 0.13744 0.96723 -0.168 -0.234 0.837
H 0.94153 1.16392 0.38381 -0.312 0.279 0.777
H 0.91675 2.82133 -0.10619 -1.162 -0.646 0.287
```
Forces are in eV/Å.

Calculated values
E in a.u.: -593.6633
HOMO energy in hartree: -0.3157
Structure (SMILES): CSC.CO
LUMO level in eV: 0.85
Charge: 0
ΔE to the lowest compared entry with this formula, charge and spin in kcal/mol: 33.8

---

no.,orbital gap (eV)
1,8.888
2,9.647
3,9.437